1.
Molecular formula: C6H11N3
Method: DFT, ωB97M-V/def2-TZVPD

Each line ends with the natural charge from an NBO analysis.
CARTESIAN COORDINATES (ANGSTROEM)
H (-2.684, -1.450, 1.224)  0.34
N (-1.748, -1.060, 1.360)  -0.64
C (-1.416, -0.304, 0.360)  0.33
C (-2.310, -0.041, -0.806)  -0.69
C (-0.036, 0.294, 0.384)  0.16
N (0.191, 1.270, 1.428)  -0.82
C (0.843, -0.706, -0.110)  0.14
C (1.272, -1.944, -0.095)  -0.45
N (0.807, 0.490, -0.846)  -0.42
C (2.001, 1.314, -0.834)  -0.42
H (-2.000, -0.657, -1.653)  0.24
H (-3.342, -0.294, -0.549)  0.22
H (-2.251, 1.013, -1.084)  0.23
H (1.150, 1.312, 1.750)  0.37
H (-0.340, 1.064, 2.273)  0.39
H (2.015, -2.291, -0.805)  0.21
H (0.789, -2.681, 0.541)  0.22
H (1.762, 2.384, -0.806)  0.21
H (2.689, 1.119, 0.001)  0.17
H (2.609, 1.167, -1.733)  0.21

Summary:
- relative energy (zero: lowest compared OMol25 entry of this formula, charge and spin) (kcal/mol) = 71.06
- SMILES = [H]/N=C(\C)[C@@]1(N)C(=C)N1C
- multiplicity = 1
- M (g/mol) = 125.17

2.
Molecular formula: C3H6Br2O2
Method: DFT, ωB97M-V/def2-TZVPD

Each line ends with the natural charge from an NBO analysis.
CARTESIAN COORDINATES (ANGSTROEM)
C (-0.093, -1.281, -0.959)  -0.68
C (-0.535, 0.105, -0.525)  -0.10
Br (-0.337, 1.498, -2.444)  -0.18
C (0.272, 0.445, 0.820)  0.53
O (0.249, 1.822, 0.929)  -0.68
O (1.394, -0.229, 1.099)  -0.69
Br (-1.012, -0.273, 2.292)  -0.17
H (-0.828, -1.612, -1.659)  0.23
H (-0.044, -1.873, -0.036)  0.25
H (0.919, -1.207, -1.218)  0.24
H (-1.594, 0.216, -0.179)  0.24
H (-0.374, 1.996, 0.250)  0.50
H (1.984, 0.393, 1.629)  0.51

Summary:
- relative energy (zero: lowest compared OMol25 entry of this formula, charge and spin) (kcal/mol) = 41.92
- SMILES = C[C@H](Br)C(O)(O)Br
- multiplicity = 1
- M (g/mol) = 233.89

3.
Molecular formula: C4H9NOS
Method: DFT, ωB97M-V/def2-TZVPD

Each line ends with the natural charge from an NBO analysis.
CARTESIAN COORDINATES (ANGSTROEM)
O (-3.879, -1.395, -0.977)  -0.46
C (-4.293, -0.384, -0.605)  0.40
S (-4.858, 0.905, 0.006)  0.05
C (1.097, 0.718, 0.741)  -0.61
C (-0.019, 0.419, -0.316)  -0.40
C (-1.312, -0.067, 0.280)  -0.22
N (-1.265, -1.391, 0.819)  -0.87
H (1.927, 1.085, 0.034)  0.21
H (0.849, 1.640, 1.286)  0.21
H (1.220, -0.198, 1.323)  0.22
H (0.334, -0.401, -0.986)  0.19
H (-0.132, 1.414, -0.828)  0.21
H (-1.702, 0.548, 1.055)  0.17
H (-2.198, -0.046, -0.360)  0.15
H (-0.545, -1.950, 0.304)  0.37
H (-2.231, -1.777, 1.001)  0.38

Summary:
- relative energy (zero: lowest compared OMol25 entry of this formula, charge and spin) (kcal/mol) = 33.23
- SMILES = O=C=S.CCCN
- multiplicity = 1
- M (g/mol) = 119.19

4.
Molecular formula: C23H56FN5O
Method: DFT, ωB97M-V/def2-TZVPD

Each line ends with the Löwdin charge.
CARTESIAN COORDINATES (ANGSTROEM)
C (-3.590, -2.229, 2.392)  -0.08
O (-3.209, -3.478, 2.937)  -0.16
C (-1.873, -3.878, 2.662)  -0.32
C (-1.492, -4.947, 3.673)  -0.14
C (-1.472, -4.412, 5.106)  -0.18
C (-0.221, -3.593, 5.466)  -0.28
N (1.080, -4.131, 5.080)  -0.01
C (-1.719, -4.279, 1.176)  -0.26
N (-0.375, -4.674, 0.787)  -0.01
C (0.684, -3.664, 0.835)  -0.21
C (1.033, -3.068, -0.540)  -0.19
C (0.603, -1.613, -0.706)  -0.29
N (-0.842, -1.429, -0.565)  0.02
C (-2.747, -5.322, 0.737)  -0.32
C (-2.302, -6.770, 0.797)  -0.03
F (-3.084, -5.059, -0.596)  -0.03
H (-2.724, -1.682, 2.001)  0.08
H (-4.298, -2.363, 1.568)  0.09
H (-4.059, -1.632, 3.177)  0.09
H (-1.219, -3.005, 2.825)  0.13
H (-0.485, -5.295, 3.419)  0.10
H (-2.159, -5.807, 3.587)  0.12
H (-2.346, -3.763, 5.225)  0.11
H (-1.602, -5.230, 5.820)  0.11
H (-0.213, -3.435, 6.547)  0.10
H (-0.289, -2.597, 5.018)  0.11
H (1.160, -5.119, 5.293)  0.07
H (1.260, -4.026, 4.090)  0.05
H (-1.950, -3.394, 0.573)  0.12
H (-0.083, -5.522, 1.248)  0.09
H (1.567, -4.117, 1.294)  0.11
H (0.397, -2.836, 1.501)  0.10
H (2.110, -3.133, -0.726)  0.10
H (0.530, -3.682, -1.291)  0.11
H (1.140, -0.998, 0.028)  0.11
H (0.933, -1.262, -1.689)  0.10
H (-1.074, -0.863, 0.240)  0.06
H (-1.245, -0.968, -1.369)  0.06
H (-3.661, -5.159, 1.310)  0.14
H (-1.649, -6.962, -0.056)  0.09
H (-3.155, -7.448, 0.748)  0.08
H (-1.744, -6.987, 1.710)  0.07
C (-0.536, 2.348, -1.744)  -0.07
C (-0.692, 2.665, -3.221)  -0.28
N (-1.541, 1.710, -3.912)  -0.20
C (-1.436, 1.769, -5.361)  -0.25
C (-1.901, 3.050, -6.061)  -0.09
C (-2.882, 1.547, -3.367)  -0.25
C (-3.746, 2.804, -3.218)  -0.08
H (-0.214, 1.313, -1.609)  0.06
H (0.216, 3.002, -1.302)  0.05
H (-1.464, 2.493, -1.187)  0.07
H (0.289, 2.617, -3.703)  0.11
H (-1.032, 3.708, -3.327)  0.10
H (-1.992, 0.917, -5.762)  0.11
H (-0.384, 1.599, -5.609)  0.11
H (-2.983, 3.165, -6.032)  0.06
H (-1.597, 3.026, -7.109)  0.07
H (-1.455, 3.937, -5.608)  0.07
H (-2.793, 1.078, -2.384)  0.09
H (-3.394, 0.821, -4.004)  0.11
H (-3.205, 3.598, -2.700)  0.06
H (-4.633, 2.572, -2.626)  0.07
H (-4.077, 3.199, -4.177)  0.06
C (2.743, 4.421, -2.022)  -0.09
C (2.728, 4.609, -0.514)  -0.28
N (3.915, 4.076, 0.131)  -0.20
C (3.784, 3.926, 1.571)  -0.25
C (3.606, 5.194, 2.412)  -0.09
C (5.185, 4.598, -0.352)  -0.24
C (5.380, 6.118, -0.336)  -0.08
H (2.940, 3.377, -2.275)  0.08
H (1.777, 4.704, -2.445)  0.07
H (3.501, 5.039, -2.504)  0.07
H (1.877, 4.069, -0.088)  0.10
H (2.552, 5.674, -0.291)  0.11
H (4.665, 3.382, 1.922)  0.11
H (2.925, 3.271, 1.744)  0.11
H (4.516, 5.791, 2.453)  0.05
H (3.339, 4.923, 3.435)  0.07
H (2.807, 5.825, 2.018)  0.07
H (5.327, 4.246, -1.376)  0.10
H (5.968, 4.121, 0.244)  0.11
H (4.539, 6.630, -0.808)  0.06
H (6.278, 6.380, -0.897)  0.07
H (5.486, 6.516, 0.672)  0.05

Summary:
- SMILES = CO[C@@H](CCCN)[C@@H](NCCCN)[C@H](C)F.CCN(CC)CC.CCN(CC)CC
- multiplicity = 1
- M (g/mol) = 437.73

5.
Molecular formula: C3H4N3
Method: DFT, ωB97M-V/def2-TZVPD

Each line ends with the natural charge from an NBO analysis.
CARTESIAN COORDINATES (ANGSTROEM)
C (-1.503, 0.097, 0.100)  -0.75
C (-0.214, -0.540, -0.159)  0.37
N (0.721, -0.381, 0.721)  -0.38
C (1.852, -0.011, 0.387)  0.50
N (2.880, 0.786, 0.045)  0.07
N (2.026, 0.647, -0.824)  0.03
H (-2.439, -0.548, -0.211)  0.30
H (-1.481, 1.011, -0.525)  0.30
H (-1.571, 0.481, 1.228)  0.30
H (-0.270, -1.542, -0.763)  0.26

Summary:
- relative energy (zero: lowest compared OMol25 entry of this formula, charge and spin) (kcal/mol) = 90.38
- SMILES = CC=[N+]=c1nn1
- total charge = +1
- multiplicity = 1
- M (g/mol) = 82.09

6.
Molecular formula: C6H11N
Method: DFT, ωB97M-V/def2-TZVPD

Each line ends with the natural charge from an NBO analysis.
CARTESIAN COORDINATES (ANGSTROEM)
C (2.653, 2.697, 0.095)  -0.50
C (1.651, 1.892, 0.427)  0.01
N (1.433, 0.609, -0.166)  -0.61
C (0.007, 0.441, -0.570)  -0.26
C (-0.568, -0.811, 0.052)  -0.21
C (-1.752, -1.340, -0.217)  -0.18
C (-2.222, -2.648, 0.424)  -0.63
H (3.370, 2.482, -0.687)  0.20
H (2.602, 3.626, 0.633)  0.21
H (1.033, 1.920, 1.313)  0.19
H (1.951, 0.660, -1.036)  0.35
H (-0.602, 1.283, -0.215)  0.20
H (-0.056, 0.353, -1.656)  0.20
H (0.136, -1.437, 0.583)  0.20
H (-2.605, -0.885, -0.698)  0.19
H (-3.060, -2.407, 1.063)  0.21
H (-2.539, -3.335, -0.356)  0.21
H (-1.432, -3.101, 1.013)  0.21

Summary:
- relative energy (zero: lowest compared OMol25 entry of this formula, charge and spin) (kcal/mol) = 47.11
- SMILES = C=CNC/C=C/C
- multiplicity = 1
- M (g/mol) = 97.16

no.,orbital gap (eV),LUMO energy (eV)
1,9.47,0.9
2,9.10,-1.2
3,9.22,0.6
4,8.74,0.6
5,9.53,-6.7
6,9.75,1.2